w) 10 unconnected molecules or ions with the total composition H20O10. Source: OMol25; level of theory: the ωB97M-V functional and the def2-TZVPD basis.

- Frontier orbital gap: 0.3994 Eh
- LUMO: -0.25 eV
- SMILES: O.O.O.O.O.O.O.O.O.O

Bonds (Å) are listed after each position.
Cartesian coordinates (Å):
1 O 0.34779 0.61720 -0.95422  H2 0.964, H3 0.964
2 H -0.53033 0.38007 -1.27307  O1 0.964
3 H 0.94633 0.20701 -1.58864  O1 0.964
4 O -4.78120 0.73653 -0.24277  H5 0.964, H6 0.964
5 H -3.92791 0.90306 0.17336  O4 0.964
6 H -4.93644 -0.20266 -0.09176  O4 0.964
7 O -3.00548 -2.01672 -0.16410  H8 0.964, H9 0.964
8 H -2.78451 -1.10162 -0.37090  O7 0.964
9 H -2.40003 -2.53287 -0.70817  O7 0.964
10 O 0.29538 4.99751 -0.57645  H11 0.964, H12 0.964
11 H 0.09762 4.07470 -0.38075  O10 0.964
12 H 0.68568 4.97199 -1.45736  O10 0.964
13 O 2.40279 0.84772 -0.16720  H14 0.964, H15 0.964
14 H 2.69730 0.03961 -0.60219  O13 0.964
15 H 1.74863 0.54468 0.47251  O13 0.964
16 O -2.18707 2.42110 0.76934  H17 0.964, H18 0.964
17 H -1.97872 3.09739 1.42372  O16 0.964
18 H -1.81426 2.76506 -0.05024  O16 0.964
19 O 5.43938 0.42457 0.83263  H20 0.964, H21 0.964
20 H 6.14870 1.07301 0.90593  O19 0.964
21 H 4.79917 0.84264 0.24584  O19 0.964
22 O 2.58604 -2.51474 -0.44001  H23 0.964, H24 0.964
23 H 2.74970 -1.76187 -1.01914  O22 0.964
24 H 3.01464 -3.25272 -0.88798  O22 0.964
25 O -0.44331 -3.74823 -1.07916  H26 0.964, H27 0.964
26 H -0.36654 -2.84593 -0.74907  O25 0.964
27 H 0.20015 -4.24347 -0.55986  O25 0.964
28 O -0.94234 -1.62850 2.18264  H29 0.964, H30 0.964
29 H -1.68076 -1.69196 2.79883  O28 0.964
30 H -0.36425 -2.35781 2.43346  O28 0.964

---

x) 10 unconnected molecules or ions with the total composition H20O10. Source: OMol25; level of theory: the ωB97M-V functional and the def2-TZVPD basis.

- Frontier orbital gap: 0.3992 Eh
- LUMO: 0.15 eV
- SMILES: O.O.O.O.O.O.O.O.O.O

Bonds (Å) are listed after each position.
Cartesian coordinates (Å):
1 O 5.49039 2.99833 7.77053  H2 0.970, H3 0.962
2 H 5.13550 3.87691 7.97851  O1 0.970
3 H 5.08657 2.76340 6.92908  O1 0.962
4 O 4.63290 5.79468 8.72731  H5 0.970, H6 0.961
5 H 4.53968 6.55854 8.13735  O4 0.970
6 H 4.48797 6.15437 9.60703  O4 0.961
7 O 5.01175 3.81504 11.71516  H8 0.964, H9 0.964
8 H 5.79396 3.49542 12.17820  O7 0.964
9 H 5.08507 4.77579 11.73859  O7 0.964
10 O 3.36760 6.14407 12.62088  H11 0.975, H12 0.963
11 H 2.78446 5.74994 11.94659  O10 0.975
12 H 3.31262 5.54532 13.37343  O10 0.963
13 O 4.45900 8.20904 7.14112  H14 0.964, H15 0.978
14 H 4.43987 9.13020 6.85652  O13 0.964
15 H 4.99539 7.74158 6.46969  O13 0.978
16 O 1.48017 5.36058 10.45697  H17 0.965, H18 0.968
17 H 0.95609 6.15540 10.30116  O16 0.965
18 H 1.86058 5.14126 9.59466  O16 0.968
19 O 4.66932 8.14138 11.02678  H20 0.962, H21 0.973
20 H 4.10141 8.85616 11.33103  O19 0.962
21 H 4.37406 7.36435 11.53290  O19 0.973
22 O 6.01751 6.53741 5.49830  H23 0.969, H24 0.963
23 H 6.70634 6.98953 6.00771  O22 0.969
24 H 6.45968 5.79174 5.07812  O22 0.963
25 O 7.28944 8.70564 10.23954  H26 0.962, H27 0.981
26 H 7.85692 8.03649 10.63402  O25 0.962
27 H 6.38769 8.31945 10.26138  O25 0.981
28 O 1.95967 7.47023 5.92911  H29 0.978, H30 0.962
29 H 2.70293 7.67955 6.52981  O28 0.978
30 H 1.83024 8.26646 5.40480  O28 0.962

---

Preferred: x); penalty for the next structure: 1.733 eV.